Record 1
Entry from OMol25: a molecular structure, CH5OP (the ωB97M-V functional and the def2-TZVPD basis).

Calculated values
* energy above the lowest of the compared OMol25 structures with the same formula, charge and spin: 36.5 kcal/mol
* net charge: 0
* frontier orbital gap: 9.5 eV
* spin multiplicity: 1

CARTESIAN COORDINATES (ANGSTROEM)
C -0.4162 0.0460 1.1549
O 0.8481 -0.5670 -1.6082
P 0.6478 0.8859 -0.8338
H -0.5232 -1.0432 0.8981
H -1.3869 0.4079 1.0212
H -0.1277 0.3974 2.0937
H 1.5707 -1.1610 -1.3683
H -0.6125 1.0339 -1.3575

Cartesian forces (eV/Å) of the 2 atoms listed first:
0.73 -0.75 -4.24
-0.14 -0.18 -0.17

***

Record 2
Entry from OMol25: a molecular structure, C24H23BCl5NO6S2V (the ωB97M-V functional and the def2-TZVPD basis).

Calculated values
* energy above the lowest of the compared OMol25 structures with the same formula, charge and spin: 43.9 kcal/mol
* net charge: 0
* frontier orbital gap (alpha / beta): 7.0 / 7.6 eV
* spin multiplicity: 2

CARTESIAN COORDINATES (ANGSTROEM)
V -1.7111 -2.5059 -0.5310
Cl -3.4786 -3.9051 0.7257
C -4.1632 -2.0863 0.6247
C -3.3251 -1.4098 -0.1898
C -3.7028 -0.2842 -0.9011
Cl -2.5440 0.2242 -2.1306
C -4.8715 0.3784 -0.6314
Cl -5.2895 1.8583 -1.4416
C -5.7685 -0.2309 0.2696
Cl -7.3521 0.4897 0.6292
C -5.3964 -1.4302 0.9306
Cl -6.3294 -2.1633 2.0483
O 1.6897 -1.9173 -2.0761
C 2.9517 -2.5923 -2.0829
C 2.7124 -4.0742 -2.1166
C 1.2941 -4.5134 -1.5153
C 1.0631 -3.9884 -0.0977
C 1.8287 -4.4697 0.9596
C 1.4828 -4.2043 2.3164
C 0.4250 -3.3418 2.5808
C -0.2226 -2.8097 1.5039
N 0.1204 -3.0229 0.2044
H 1.4986 -1.6416 -3.0060
H 3.5032 -2.3415 -1.1760
H 3.5937 -2.3190 -2.9505
H 3.4919 -4.7067 -1.6614
H 2.6774 -4.3651 -3.1797
H 1.3151 -5.6235 -1.4929
H 0.4492 -4.1745 -2.1143
H 2.7459 -5.0196 0.7668
H 2.0067 -4.7504 3.1071
H 0.0570 -3.0949 3.5466
H -1.1324 -2.1763 1.6424
O 0.5954 -3.3651 -5.7476
S -0.0043 -2.1308 -5.3230
O 0.7670 -1.2501 -4.4908
O -1.2945 -1.6127 -5.6016
S -1.7666 -3.4024 -2.5338
C 2.7038 5.2267 2.1825
C 1.5453 5.0680 1.1588
C 2.1537 5.1580 -0.2407
C 0.6527 6.2885 1.4253
C 0.7663 3.7528 1.3050
C 0.0532 3.5070 2.4740
C -0.6936 2.3386 2.7025
C -0.7400 1.4602 1.6495
O -1.4471 0.2984 1.4890
B -1.0359 -0.3871 0.3000
O -0.0281 0.4650 -0.2685
C 0.0013 1.6419 0.4935
C 0.8182 2.7490 0.2861
H 3.3356 6.0556 1.8529
H 3.3341 4.3337 2.2292
H 2.3499 5.4612 3.1958
H 2.6802 6.1205 -0.3967
H 1.3181 5.1315 -0.9647
H 2.8291 4.3447 -0.4628
H 1.2656 7.1966 1.2077
H 0.3080 6.3453 2.4811
H -0.2149 6.2042 0.8009
H 0.0939 4.2265 3.2869
H -1.3256 2.1290 3.5865
H 1.3596 2.8574 -0.6385

Cartesian forces (eV/Å) of the 2 atoms listed first:
0.60 -0.62 -3.02
-1.09 2.14 0.62

***

Record 3
Entry from OMol25: 2 unconnected molecules or ions with the total composition C3H7O3 (the ωB97M-V functional and the def2-TZVPD basis).

Calculated values
* energy above the lowest of the compared OMol25 structures with the same formula, charge and spin: 11.4 kcal/mol
* net charge: -1
* frontier orbital gap: 8.7 eV
* spin multiplicity: 1

CARTESIAN COORDINATES (ANGSTROEM)
O 0.0468 0.6809 1.2894
C 0.5435 -0.2655 0.6028
O 1.1863 -1.2553 0.9773
C 0.5168 -0.1373 -0.9757
C -0.0136 -1.3951 -1.6484
H 0.1011 0.8254 -1.2793
H 1.5970 0.0090 -1.1071
H 0.7395 -2.0359 -2.1202
H -0.5144 -2.0552 -0.9406
H -0.7797 -1.1320 -2.3879
H -0.9286 1.3775 0.4108
H -2.4803 1.7087 0.5928
O -1.7245 2.0172 0.1372

Cartesian forces (eV/Å) of the 2 atoms listed first:
0.27 -0.81 -0.34
0.50 0.20 -0.88

***

Record 4
Entry from OMol25: a molecular structure, C22H13Co2N2O6 (the ωB97M-V functional and the def2-TZVPD basis).

Calculated values
* energy above the lowest of the compared OMol25 structures with the same formula, charge and spin: 43.7 kcal/mol
* net charge: -1
* frontier orbital gap: 4.2 eV
* spin multiplicity: 1

CARTESIAN COORDINATES (ANGSTROEM)
C 1.6207 -1.3872 0.3283
N 2.8691 -0.2342 0.6170
N 3.5912 0.5479 0.2521
C 0.4128 -0.9075 1.1026
C -0.3993 -1.8605 1.7228
C -1.4990 -1.4490 2.4740
C -1.7759 -0.0855 2.6216
C -1.0055 0.8568 1.9382
C 0.0576 0.4411 1.1340
H 2.0649 -2.2548 0.8564
H -0.1907 -2.9256 1.5700
H -2.1336 -2.1997 2.9456
H -2.6331 0.2431 3.2140
H -1.2224 1.9228 2.0170
H 0.5954 1.1642 0.5147
O 4.7783 -2.2346 -0.5939
C 4.3739 -1.5148 -1.4120
Co 3.7459 -0.5629 -2.7233
C 4.5624 1.0850 -2.3126
O 5.5820 1.4774 -1.8694
C 4.9401 -1.0089 -3.9535
O 5.8105 -1.2277 -4.6852
C 2.0318 -0.0639 -3.0903
C 2.1439 -0.8952 -2.0264
C 1.4254 -1.7860 -1.1290
C -0.0456 -2.0851 -1.4565
C -0.4434 -3.4227 -1.3506
C -1.7948 -3.7348 -1.2292
C -2.7476 -2.7084 -1.2605
C -2.3568 -1.4064 -1.5817
C -0.9961 -1.0926 -1.7176
Co 2.8420 1.7196 -2.9632
C 1.7199 2.2996 -4.1917
O 1.0039 2.7405 -4.9830
C 3.7713 3.1414 -3.4327
O 4.3981 4.0754 -3.6874
C 2.2930 2.3912 -1.4231
O 1.9061 2.9808 -0.5030
H 1.3172 -0.1928 -3.9122
H 1.9493 -2.7617 -1.1919
H 0.3186 -4.2103 -1.3251
H -2.0920 -4.7672 -1.0529
H -3.7924 -2.9291 -1.0336
H -3.1090 -0.6151 -1.6687
H -0.6834 -0.0753 -1.9689

Cartesian forces (eV/Å) of the 2 atoms listed first:
-1.85 -1.40 -1.79
0.23 0.12 6.00

***

Record 5
Entry from OMol25: a molecular structure, C4H2BiFLiO4 (the ωB97M-V functional and the def2-TZVPD basis).

Calculated values
* energy above the lowest of the compared OMol25 structures with the same formula, charge and spin: 0.0 kcal/mol
* net charge: +3
* frontier orbital gap (alpha / beta): 4.6 / 4.6 eV
* spin multiplicity: 1

CARTESIAN COORDINATES (ANGSTROEM)
O 3.0230 0.1722 -0.0339
C 4.1485 -0.0745 0.0939
O 5.2776 -0.3093 0.2072
O -2.2736 -1.2429 1.1258
C -2.8347 -0.0897 1.0009
C -0.8893 -1.2534 0.6519
O -1.9358 0.7583 0.4612
C -0.7638 0.0702 -0.0549
Li -2.8736 1.0718 -1.4980
H -0.7521 -2.1130 -0.0113
H -0.2442 -1.3265 1.5336
F -1.1287 -0.1228 -1.4388
Bi 1.0806 1.2492 0.0423

Cartesian forces (eV/Å) of the 2 atoms listed first:
-4.31 0.45 -0.42
8.07 -1.70 0.75

***

Record 6
Entry from OMol25: a molecular structure, C39H33AsBrF6N5O5SSeW (the ωB97M-V functional and the def2-TZVPD basis).

Calculated values
* energy above the lowest of the compared OMol25 structures with the same formula, charge and spin: 134.8 kcal/mol
* net charge: +1
* frontier orbital gap (alpha / beta): 5.0 / 5.0 eV
* spin multiplicity: 2

CARTESIAN COORDINATES (ANGSTROEM)
W -0.9993 -0.0765 0.8064
C 1.5769 2.5742 -1.7286
C 0.9091 2.4673 -0.3903
N 0.8581 1.0782 0.0920
C 1.9480 0.4172 -0.0488
C 2.9826 0.7809 -0.9978
C 2.6007 1.7736 -1.9955
C 4.1466 0.1074 -0.9390
C 4.4028 -0.8791 0.0879
C 3.4819 -1.2522 0.9925
C 2.1595 -0.6654 0.9334
N 1.1876 -0.7829 1.7700
C 1.3888 -1.5224 2.9747
C 1.6601 -2.8625 3.0465
C 1.8023 -3.4853 4.3015
C 1.6925 -2.7611 5.4545
C 1.4773 -1.3665 5.4059
C 1.4182 -0.5528 6.5627
C 1.2575 0.7914 6.4210
C 1.1591 1.3298 5.1173
N 1.1897 0.6187 4.0214
C 1.3294 -0.7280 4.1550
H 1.2506 3.3386 -2.4231
H 1.5415 2.9870 0.3447
H 3.1432 1.8113 -2.9307
H 4.9249 0.3026 -1.6658
H 5.3883 -1.3248 0.1178
H 3.7100 -1.9631 1.7688
H 1.7250 -3.4502 2.1429
H 1.9859 -4.5503 4.3388
H 1.7870 -3.2442 6.4192
H 1.5182 -1.0099 7.5397
H 1.2155 1.4511 7.2762
H 1.0476 2.4015 4.9926
O -0.6427 6.7328 0.7648
C -0.7047 5.3854 0.7532
C -0.3746 4.6084 -0.3210
C -0.4638 3.1228 -0.2435
N -0.9645 2.5730 0.9941
C -1.2631 3.3582 1.9627
Br -1.9167 2.6498 3.5839
C -1.1656 4.7768 1.9278
H -0.3210 7.0677 -0.0804
H -0.0548 5.0566 -1.2543
H -1.1030 2.7667 -1.0588
H -1.4468 5.3642 2.7872
C -0.3001 3.2462 -8.0840
C 0.1103 2.1362 -7.1611
C 0.5979 0.9350 -7.6824
C 1.0163 -0.0874 -6.8522
C 0.9279 0.0766 -5.4732
C 0.4396 1.2530 -4.9324
C 0.0340 2.2747 -5.7794
S 1.5197 -1.2178 -4.4257
O 2.6863 -1.7500 -5.0517
O 1.5638 -0.7263 -3.0717
N 0.3559 -2.3787 -4.4161
C -0.6433 -2.4629 -3.3444
C -1.3545 -1.1604 -2.9569
C -0.8666 -0.5414 -1.6936
O -1.2557 0.5970 -1.2942
O -0.1612 -1.1610 -0.8277
H -1.1438 2.9422 -8.7054
H 0.5176 3.5121 -8.7547
H -0.5915 4.1386 -7.5330
H 0.6587 0.8072 -8.7562
H 1.4291 -0.9967 -7.2704
H 0.3816 1.3682 -3.8573
H -0.3479 3.1972 -5.3584
H 0.0058 -2.5652 -5.3460
H -0.1716 -2.8872 -2.4600
H -1.3704 -3.1917 -3.6950
H -2.4113 -1.3431 -2.7329
H -1.3318 -0.4162 -3.7526
F -1.2921 -0.2828 2.6362
As -4.5154 -1.1028 2.3909
F -2.6077 0.8629 1.0388
F -5.7321 -2.0351 3.1891
F -4.7083 0.2856 3.3932
F -5.5454 -0.5325 1.1356
F -2.4457 -1.0623 0.0643
Se -0.8443 -2.8406 1.1204
C -1.8726 -3.3229 2.6525
C -1.7160 -2.7920 3.9299
C -2.5331 -3.2252 4.9631
C -3.5044 -4.1916 4.7383
C -3.6531 -4.7329 3.4699
C -2.8486 -4.2966 2.4285
H -0.9674 -2.0412 4.1215
H -2.4064 -2.8036 5.9524
H -4.1465 -4.5163 5.5459
H -4.4138 -5.4791 3.2827
H -2.9873 -4.7052 1.4355

Cartesian forces (eV/Å) of the 2 atoms listed first:
0.02 -1.11 -0.01
0.00 0.09 -0.02

***

Record 7
Entry from OMol25: a molecular structure, C33H35BeCl5N4P2 (the ωB97M-V functional and the def2-TZVPD basis).

Calculated values
* energy above the lowest of the compared OMol25 structures with the same formula, charge and spin: 4.6 kcal/mol
* net charge: 0
* frontier orbital gap: 8.5 eV
* spin multiplicity: 1

CARTESIAN COORDINATES (ANGSTROEM)
Be 0.9580 -1.6575 4.3510
C -1.7908 2.6364 3.7827
C -2.2622 1.8628 2.7961
C -1.4137 1.2300 1.7505
C -0.5455 0.0397 2.2171
C 0.8031 0.3417 2.8075
C 1.3529 1.5271 3.0922
C 0.7430 2.8982 2.9883
C -0.4208 3.1882 3.9667
C 2.4631 -2.3163 4.7962
H -2.4985 3.0062 4.5205
H -3.3315 1.7007 2.6769
H -0.8130 2.0070 1.2486
H -2.1233 0.8261 1.0070
H -1.1264 -0.5688 2.9265
H -0.4175 -0.6255 1.3432
H 1.4406 -0.5846 2.9442
H 2.3737 1.4965 3.5131
H 0.5253 3.1674 1.9466
H 1.5435 3.5842 3.3037
H -0.0787 2.8897 4.9720
H -0.5345 4.2888 3.9971
H 2.6829 -1.7572 5.7228
H 3.1693 -1.9983 4.0148
H 2.5622 -3.3881 4.9905
P 1.6964 -1.0724 -2.7959
P -1.5589 -0.7403 -2.5635
N 3.0907 -0.0119 -2.9870
N 2.3763 -2.3405 -3.8900
N -1.7053 1.0036 -2.5133
N -3.2198 -1.0056 -3.2038
C 0.7447 -0.2533 -4.1441
C -0.7147 -0.7293 -4.2084
C 3.8307 0.4421 -1.8923
C 4.8706 1.2452 -2.3535
C 4.7712 1.2898 -3.7862
C 3.6630 0.5234 -4.1465
C 2.5348 -3.6472 -3.4310
C 2.9933 -4.4380 -4.4777
C 3.0897 -3.6030 -5.6357
C 2.7200 -2.3196 -5.2448
C -1.3047 1.7171 -1.3832
C -1.4686 3.0730 -1.6247
C -1.9249 3.2094 -2.9727
C -2.0013 1.9314 -3.5142
C -4.0713 -0.3447 -4.0959
C -5.1825 -1.1481 -4.3460
C -4.9976 -2.3655 -3.6054
C -3.7903 -2.2573 -2.9345
H 1.1999 -0.4381 -5.1260
H 0.7731 0.8337 -3.9851
H -1.2687 -0.1214 -4.9410
H -0.7337 -1.7710 -4.5586
H 3.5224 0.1557 -0.9003
H 5.6063 1.7423 -1.7440
H 5.4261 1.8077 -4.4697
H 3.2299 0.3514 -5.1156
H 2.2862 -3.8734 -2.4087
H 3.2375 -5.4831 -4.4138
H 3.3879 -3.8993 -6.6300
H 2.6651 -1.4291 -5.8456
H -0.9020 1.1586 -0.5567
H -1.2728 3.8668 -0.9143
H -2.1737 4.1254 -3.4901
H -2.1980 1.6283 -4.5316
H -3.8551 0.6329 -4.4855
H -6.0281 -0.8954 -4.9679
H -5.6684 -3.2048 -3.5656
H -3.2572 -2.9451 -2.2947
Cl -1.1398 -2.7490 4.5433
C -1.0314 -1.5293 5.8079
C 0.1393 -0.8154 5.7787
C 0.3606 0.2255 6.6610
Cl 1.8326 1.1317 6.6350
C -0.6809 0.6103 7.5658
Cl -0.5009 2.0192 8.5153
C -1.8954 -0.1163 7.5717
Cl -3.1748 0.3968 8.5701
C -2.0691 -1.2368 6.7007
Cl -3.5198 -2.1316 6.6693

Cartesian forces (eV/Å) of the 2 atoms listed first:
0.04 0.82 2.62
-0.77 -0.35 -0.78

***

Record 8
Entry from OMol25: 3 unconnected molecules or ions with the total composition C27H28F5N3O3 (the ωB97M-V functional and the def2-TZVPD basis).

Calculated values
* net charge: 0
* frontier orbital gap: 3.3 eV
* spin multiplicity: 1

CARTESIAN COORDINATES (ANGSTROEM)
C -4.3326 -3.0965 1.2613
N -3.0942 -2.5245 0.7812
C -2.3363 -3.1646 -0.1582
O -2.5555 -4.2847 -0.6125
C -1.1523 -2.2475 -0.4828
C -1.1691 -1.7653 -1.9281
C -1.1076 -2.9233 -2.8709
C -2.2295 -3.3411 -3.5868
F -3.3937 -2.6535 -3.4485
C -2.2136 -4.4827 -4.3807
F -3.3290 -4.8905 -5.0192
C -1.0311 -5.2180 -4.4936
F -1.0013 -6.3323 -5.2473
C 0.1179 -4.8021 -3.8182
F 1.2610 -5.5087 -3.9301
C 0.0623 -3.6674 -3.0151
F 1.1697 -3.3071 -2.3063
N -1.3035 -1.1751 0.4989
C -0.3731 -0.2026 0.5640
C -0.4526 0.9351 1.3550
C 0.5477 1.8976 1.4707
C 0.4752 2.9830 2.4128
C 1.5079 3.9568 2.5035
C 1.4389 5.0039 3.4165
C 0.3379 5.1217 4.2816
C -0.6878 4.1694 4.2237
C -0.6256 3.1180 3.3151
C -2.5707 -1.2436 1.2536
C -3.5330 -0.1104 0.8698
C -2.3767 -1.2825 2.7740
H -4.5604 -3.9887 0.6711
H -4.2495 -3.3770 2.3203
H -5.1519 -2.3736 1.1586
H -0.2145 -2.8054 -0.3105
H -2.0935 -1.2005 -2.1089
H -0.3054 -1.1037 -2.0784
H 0.5167 -0.3634 -0.0566
H -1.3687 1.0769 1.9269
H 1.4390 1.7916 0.8590
H 2.3689 3.8514 1.8361
H 2.2478 5.7353 3.4635
H 0.2817 5.9396 4.9986
H -1.5446 4.2376 4.8963
H -1.4310 2.3806 3.3122
H -3.7778 -0.1756 -0.2003
H -4.4523 -0.2111 1.4617
H -3.0869 0.8668 1.0729
H -1.8568 -2.2072 3.0561
H -1.7950 -0.4267 3.1230
H -3.3612 -1.2605 3.2583
O 4.6785 2.8288 -4.3720
C 3.5388 2.5573 -4.4709
C 3.2118 1.4243 -0.8469
C 4.6088 0.9580 -0.8555
C 5.3385 2.0624 -0.0410
C 4.3577 3.2312 0.0850
N 3.0645 2.5989 -0.2475
O 2.3988 2.2862 -4.5561
H 2.3846 0.8820 -1.3105
H 4.7168 -0.0259 -0.3838
H 5.0217 0.9036 -1.8721
H 5.5693 1.6765 0.9576
H 6.2700 2.3854 -0.5102
H 4.3575 3.6727 1.0872
H 4.5818 4.0234 -0.6470
H 2.2466 3.1871 -0.3598

Cartesian forces (eV/Å) of the 2 atoms listed first:
-0.13 0.10 0.28
0.17 -0.48 -0.60

***

Record 9
Entry from OMol25: a molecular structure, C4H10F4LiN2O10S4 (the ωB97M-V functional and the def2-TZVPD basis).

Calculated values
* net charge: -1
* frontier orbital gap: 9.0 eV
* spin multiplicity: 1

CARTESIAN COORDINATES (ANGSTROEM)
Li -12.6784 7.4290 -9.1996
N -11.5710 9.2832 -12.2000
S -10.2506 10.0454 -11.7126
O -9.1951 10.1378 -12.7210
O -9.9818 10.1077 -10.2998
F -11.1282 11.4353 -11.8481
S -10.7920 7.7837 -11.8330
O -11.0741 7.3679 -10.5052
O -9.5308 7.3398 -12.4407
F -11.9500 6.9904 -12.7198
N -13.7125 8.9700 -9.5577
S -13.4312 10.4906 -8.6881
O -13.9742 10.6787 -7.3400
O -13.3583 11.5544 -9.7074
F -11.8163 10.3660 -8.4058
S -15.1044 8.7676 -9.0249
O -16.1180 9.7918 -9.4690
O -15.3959 7.9487 -7.8677
F -15.3362 7.5365 -10.1075
C -12.0102 7.6622 -6.3093
O -12.2545 6.7740 -7.3775
C -13.0401 5.6912 -7.0278
C -13.3197 4.7918 -8.2752
O -13.5098 5.6460 -9.3673
C -13.8539 5.0005 -10.5927
H -11.6059 7.1575 -5.4318
H -12.9074 8.1340 -5.9084
H -11.3944 8.4489 -6.7452
H -14.0315 5.9900 -6.6873
H -12.5356 5.0328 -6.3206
H -14.2025 4.1634 -8.1571
H -12.4247 4.1714 -8.3229
H -13.6829 5.7344 -11.3802
H -14.8994 4.6924 -10.5854
H -13.2079 4.2169 -10.9885

Cartesian forces (eV/Å) of the 2 atoms listed first:
0.88 -0.70 -0.29
3.74 -3.95 1.32

***

Short version: molar mass = 64.02, 724.60, 91.09, 519.22, 348.97, 1215.40, 735.90, 537.53, 457.33 u, in the order given.